Record 1
{"formula": "C3H2N4O", "method": "ωB97M-V/def2-TZVPD", "largest_force_ev_per_a": 2.73, "homo_ha": -0.3818, "e_above_lowest_kj_mol": 154.85, "gap_ev": 9.571, "lumo_energy_ha": -0.03004, "elements": ["C", "C", "C", "H", "H", "N", "N", "N", "N", "O"], "xyz": [[1.52991, 0.74919, 1.00742], [-0.32729, 0.64114, 0.18927], [0.44190, -0.53722, -0.18472], [2.35553, 1.03062, 1.70636], [-2.33946, -1.23956, -0.55095], [0.42207, 1.43981, 0.96199], [-1.54293, 0.48546, -0.24688], [-1.58167, -0.63751, -1.00520], [1.65107, -0.43804, 0.25668], [-0.31537, -1.35722, -0.87417]], "forces_ev_per_angstrom": [[1.2, 0.1, 0.8], [-1.9, -1.5, -1.2], [-0.3, 1.0, 0.0], [-0.7, -0.2, -1.0], [1.4, 0.5, -1.0], [0.3, 0.8, 0.6], [0.8, 0.8, 0.4], [-1.3, -0.5, 1.0], [0.3, -0.6, 0.3], [0.3, -0.4, 0.1]], "lowdin_charge": [-0.158, -0.332, -0.346, 0.132, 0.180, 0.125, 0.146, 0.017, 0.146, 0.091]}

---

Record 2
{"formula": "C3H2N4O4", "method": "ωB97M-V/def2-TZVPD", "largest_force_ev_per_a": 5.31, "homo_ha": -0.3479, "e_above_lowest_kj_mol": 670.75, "gap_ev": 7.587, "lumo_energy_ha": -0.06911, "elements": ["C", "C", "C", "N", "N", "N", "N", "O", "O", "O", "O", "H", "H"], "xyz": [[-0.42899, 1.42536, 0.01178], [-1.46308, 0.44079, 0.09806], [1.85813, 0.53196, -0.29893], [0.77448, 1.05782, -0.18992], [-1.20322, -0.79009, -0.05884], [3.12614, 0.26864, 0.05765], [-2.00704, -1.87389, -0.02657], [3.72376, 1.32748, 0.09684], [-2.81031, -1.98726, -0.89378], [3.48008, -0.86129, 0.11567], [-1.79524, -2.62825, 0.86815], [-0.81682, 2.38066, -0.03378], [-2.43788, 0.70809, 0.25367]], "forces_ev_per_angstrom": [[-0.9, -1.7, -0.2], [0.9, -2.5, -0.3], [-4.9, 1.6, -1.3], [3.5, -1.1, 0.8], [3.2, 0.6, -0.4], [-0.8, 1.1, -0.5], [-0.7, 1.3, 0.8], [1.6, 0.4, 0.6], [-1.4, -0.3, -1.7], [1.3, -1.6, 0.7], [0.3, -1.3, 1.2], [0.3, 2.3, -0.1], [-2.5, 1.3, 0.6]], "lowdin_charge": [-0.075, -0.075, 0.107, 0.166, 0.141, -0.438, -0.499, 0.114, 0.103, 0.148, 0.103, 0.100, 0.106]}

---

Record 3
{"formula": "C3H2NO2S", "method": "ωB97M-V/def2-TZVPD", "largest_force_ev_per_a": 3.80, "homo_ha": [-0.1687, -0.1688], "e_above_lowest_kj_mol": 676.57, "gap_ev": [7.370, 7.371], "lumo_energy_ha": [0.10213, 0.10211], "charge": -1, "elements": ["C", "C", "C", "N", "O", "O", "S", "H", "H"], "xyz": [[-0.28344, 0.06960, 1.70627], [-1.51067, -1.00371, -1.26317], [0.22255, 0.02637, 0.45772], [-0.75641, -0.13801, 2.75345], [1.56662, 0.97114, -1.58141], [2.02278, 2.03164, 0.61244], [1.11292, 1.22580, -0.21878], [-1.70549, -1.84515, -0.56819], [-0.66886, -1.33768, -1.89834]], "forces_ev_per_angstrom": [[-1.0, -0.3, 2.5], [0.4, 0.6, 0.5], [0.3, 0.8, -3.7], [0.3, 0.4, -0.5], [-0.5, 0.5, 0.3], [-0.9, 0.1, -0.6], [0.9, -2.1, 1.2], [0.3, 0.0, 0.0], [0.1, -0.1, 0.2]], "lowdin_charge": [-0.445, 0.047, -0.328, 0.087, -0.417, -0.418, 0.706, -0.116, -0.117]}